Model 1:
{"formula": "C13H19BN6Pd", "method": "ωB97M-V/def2-TZVPD", "species": ["Pd", "C", "C", "N", "N", "C", "B", "N", "C", "C", "C", "N", "N", "C", "C", "C", "N", "H", "H", "H", "H", "H", "H", "H", "H", "H", "H", "C", "C", "C", "C", "H", "H", "H", "H", "H", "H", "H", "H", "H"], "xyz": [[-0.07720, -1.15626, -1.13293], [4.33888, -1.67099, -1.19745], [3.07446, -2.08509, -1.63035], [2.12594, -1.37037, -1.04025], [2.74274, -0.49241, -0.23023], [4.07372, -0.64936, -0.30783], [1.93029, 0.53044, 0.58079], [0.95885, -0.22786, 1.52485], [0.87638, -0.10527, 2.86094], [-0.03254, -1.02762, 3.33350], [-0.46054, -1.70127, 2.18556], [0.14524, -1.22188, 1.10781], [1.17532, 1.46485, -0.40238], [1.19534, 2.80797, -0.43102], [0.39322, 3.23919, -1.46672], [-0.08308, 2.05785, -2.04272], [0.39871, 1.00119, -1.40320], [5.29827, -2.05765, -1.49129], [2.81356, -2.86098, -2.33191], [4.73331, -0.03054, 0.27611], [2.66513, 1.20113, 1.25510], [1.46354, 0.63524, 3.37712], [-0.32999, -1.19711, 4.35300], [-1.16691, -2.51040, 2.09378], [1.77207, 3.35976, 0.29188], [0.19277, 4.25151, -1.76933], [-0.74473, 1.92454, -2.88372], [-4.30118, -0.50267, -0.27739], [-2.79244, -0.46288, -0.01710], [-2.36339, 0.94467, 0.38335], [-2.04809, -0.97675, -1.23466], [-4.85857, -0.25453, 0.62805], [-4.62506, -1.48940, -0.61376], [-4.57438, 0.22259, -1.04851], [-2.57984, -1.13444, 0.81796], [-2.47753, 1.63363, -0.45810], [-1.32031, 0.97199, 0.69647], [-2.97825, 1.31425, 1.20684], [-2.24566, -0.35080, -2.11273], [-2.30809, -2.02427, -1.44956]], "orbital_gap_ev": 8.15}

Model 2:
{"formula": "C13H19BN6Pd", "method": "ωB97M-V/def2-TZVPD", "species": ["Pd", "C", "C", "N", "N", "C", "B", "N", "C", "C", "C", "N", "N", "C", "C", "C", "N", "H", "H", "H", "H", "H", "H", "H", "H", "H", "H", "C", "C", "C", "C", "H", "H", "H", "H", "H", "H", "H", "H", "H"], "xyz": [[0.09543, 0.20845, -0.89412], [0.12364, 0.23812, 3.57293], [0.16150, 0.93138, 2.35767], [0.13799, 0.08593, 1.33595], [0.07365, -1.15626, 1.85767], [0.06852, -1.08898, 3.20057], [0.00128, -2.42811, 0.96665], [1.25486, -2.46464, 0.06444], [2.26404, -3.35149, 0.07602], [3.16083, -2.99990, -0.91173], [2.60125, -1.85458, -1.48983], [1.45839, -1.54246, -0.89469], [-1.27236, -2.39543, 0.07570], [-2.30220, -3.26170, 0.05078], [-3.18524, -2.86181, -0.92977], [-2.59665, -1.70989, -1.46991], [-1.44613, -1.44258, -0.86621], [0.12879, 0.64446, 4.56980], [0.20980, 1.99386, 2.17782], [0.02077, -1.98720, 3.79403], [-0.02602, -3.40610, 1.66953], [2.27108, -4.16783, 0.77956], [4.07505, -3.49968, -1.18167], [2.97113, -1.25106, -2.30364], [-2.33811, -4.09346, 0.73537], [-4.11223, -3.33133, -1.21170], [-2.95162, -1.07269, -2.26395], [-0.92832, 3.96667, 0.12590], [0.21938, 3.40879, -0.71540], [0.64418, 4.40718, -1.79527], [-0.18688, 2.12889, -1.36025], [-0.66451, 4.94814, 0.52399], [-1.16524, 3.30781, 0.96194], [-1.83238, 4.07566, -0.47970], [1.07931, 3.22719, -0.06421], [-0.17058, 4.57606, -2.50386], [1.51034, 4.04850, -2.35314], [0.90417, 5.36352, -1.33763], [0.73873, 1.57001, -1.78701], [-0.99565, 2.23655, -2.08263]], "orbital_gap_ev": 7.77}

So which one is most stable? That would be model 1, about 105.2 kJ/mol below the next structure.

Model 1:
{"formula": "C3H7N3S2", "method": "ωB97M-V/def2-TZVPD", "species": ["C", "N", "N", "C", "C", "S", "N", "S", "H", "H", "H", "H", "H", "H", "H"], "xyz": [[-3.59031, -0.07020, 0.88863], [-2.38463, 0.38687, 0.91375], [-1.43708, -0.11740, 0.08232], [-0.42283, 0.84212, -0.31884], [0.85168, 0.14388, -0.79943], [1.17460, -0.19555, -2.39374], [1.65315, -0.31373, 0.16316], [1.44892, -0.10113, 1.81956], [-3.94667, -0.83413, 0.14102], [-4.27686, 0.40409, 1.57950], [-1.70431, -0.89004, -0.49536], [-0.22075, 1.48820, 0.52051], [-0.77716, 1.41530, -1.20194], [2.45992, -0.83834, -0.17552], [0.63815, -1.18324, 2.08184]], "orbital_gap_ev": 9.08}

Model 2:
{"formula": "C3H7N3S2", "method": "ωB97M-V/def2-TZVPD", "species": ["C", "S", "C", "N", "N", "C", "N", "S", "H", "H", "H", "H", "H", "H", "H"], "xyz": [[-2.54627, 0.10018, 0.64269], [-1.30417, -0.21842, -0.86096], [0.26752, 0.30278, -0.41087], [0.56573, 1.62044, -0.47399], [1.72933, 1.99006, -0.07557], [1.21995, -0.83326, -0.17085], [0.58719, -2.07272, -0.16147], [2.86662, -0.60035, -0.04556], [-2.25464, -0.43453, 1.67708], [-2.82454, 1.12638, 1.14586], [-3.47795, -0.26616, 0.13865], [2.00392, 2.91054, -0.56058], [2.56329, 1.36130, 0.08568], [1.05110, -3.00816, -0.45434], [-0.44708, -1.97808, -0.47578]], "orbital_gap_ev": 8.02}

So which one is most stable? That would be model 1, about 66.2 kJ/mol below the next structure.

Model 1:
{"formula": "C7H17N", "method": "ωB97M-V/def2-TZVPD", "species": ["C", "N", "C", "C", "C", "C", "C", "C", "H", "H", "H", "H", "H", "H", "H", "H", "H", "H", "H", "H", "H", "H", "H", "H", "H"], "xyz": [[1.76479, -1.00593, 2.89198], [0.04477, -0.63201, -0.42665], [-1.19798, -0.22982, -0.42196], [0.05664, -0.18990, -1.87017], [-0.55808, -1.25457, -2.86191], [-0.38719, 1.19912, -2.42503], [-1.62246, 1.06055, 0.26598], [1.52857, 0.25257, 3.74246], [2.46989, -1.67070, 3.40127], [2.24643, -0.72078, 1.95119], [0.93354, -1.62394, 2.55863], [-2.06695, -0.93147, -0.42629], [1.08390, -0.20980, -2.24239], [-0.14937, -1.19052, -3.87239], [-0.43800, -2.27605, -2.51366], [-1.62789, -1.03741, -2.96179], [-0.11612, 2.10264, -1.87477], [0.19037, 1.35038, -3.34493], [-1.42105, 1.33251, -2.75578], [-1.98766, 1.81003, -0.43658], [-2.38506, 0.89235, 1.02298], [-0.68512, 1.38460, 0.72155], [1.02716, 0.97099, 3.09737], [0.86731, -0.01563, 4.57092], [2.42957, 0.63280, 4.20994]], "orbital_gap_ev": 7.65}

Model 2:
{"formula": "C7H17N", "method": "ωB97M-V/def2-TZVPD", "species": ["C", "C", "C", "C", "C", "H", "H", "H", "H", "H", "H", "H", "H", "H", "H", "C", "C", "N", "H", "H", "H", "H", "H", "H", "H"], "xyz": [[-2.12625, 0.01285, 1.74346], [-0.12328, -2.92892, 0.73605], [-1.56806, 1.19677, 1.47613], [0.63482, -1.78120, 1.21234], [1.52629, -1.03822, 1.53517], [-2.80420, -0.11402, 2.57497], [-2.25749, -0.76341, 1.01129], [-0.66997, -3.39996, 1.55270], [-0.81543, -2.60014, -0.03980], [0.51705, -3.70217, 0.31025], [0.73401, 1.69032, 2.55586], [-1.87981, 2.08691, 1.99261], [-1.16525, 1.37767, 0.49073], [0.96607, 0.94908, 2.27834], [2.47857, -0.60420, 1.69528], [0.46454, 2.15765, -2.05596], [0.67722, -0.23618, -2.34837], [0.68813, 0.87540, -1.41618], [1.55723, 0.88188, -0.89814], [1.19704, 2.40665, -2.84220], [0.48890, 2.94898, -1.30722], [0.94776, -1.14333, -1.81177], [-0.32596, -0.32529, -2.77218], [1.39370, -0.11200, -3.17665], [-0.53564, 2.16488, -2.49669]], "orbital_gap_ev": 9.64}

Model 3:
{"formula": "C7H17N", "method": "ωB97M-V/def2-TZVPD", "species": ["C", "C", "C", "C", "N", "C", "C", "C", "H", "H", "H", "H", "H", "H", "H", "H", "H", "H", "H", "H", "H", "H", "H", "H", "H"], "xyz": [[-0.92878, -1.14261, -0.49191], [-1.75049, -0.62597, 0.63148], [-2.07130, -1.65673, 1.70269], [0.49581, -1.48464, 0.02512], [1.00609, -0.36089, 0.80916], [1.69769, 0.57504, 0.09009], [2.09517, 0.64461, -1.19856], [-0.12411, 3.41764, -1.40990], [-1.30996, -2.01621, -1.01987], [-0.78069, -0.40768, -1.29231], [-0.89832, 0.03201, 1.09601], [-2.55759, -0.01381, 0.25322], [-2.16547, -2.65573, 1.30680], [-1.18642, -1.64875, 2.34182], [-2.91036, -1.41223, 2.34268], [0.50266, -2.39144, 0.64083], [1.12554, -1.65752, -0.85286], [0.23739, 3.11369, -2.38387], [2.01429, 1.39140, 0.74359], [2.80370, 1.45088, -1.35981], [-0.45241, 0.89092, 1.07275], [1.90576, -0.13033, -1.91920], [0.27382, 2.69242, -0.69585], [-1.20179, 3.28699, -1.51267], [0.06061, 4.45602, -1.16645]], "orbital_gap_ev": 6.48}

So which one is most stable? That would be model 1, about 35.5 kJ/mol below the next structure.